[1]
Here is C2H11N4 as an isolated structure at a distorted geometry from OMol25. Energies are from wB97M-V/def2-TZVPD.

```
17
Properties=species:S:1:pos:R:3:forces:R:3
N -0.592 -1.262 1.509 1.853 0.389 -1.788
C 0.466 -1.359 0.548 -0.347 0.831 6.528
N 1.317 -2.578 0.972 -1.019 3.422 -2.584
N 0.559 -0.293 -0.395 -0.528 -6.107 1.480
H -0.765 -0.277 1.672 -0.400 -0.198 0.134
H -0.361 -1.732 2.371 -0.378 -0.281 0.048
H 2.182 -2.511 0.458 0.384 -0.426 -0.123
H 1.525 -2.648 1.965 -0.410 0.387 -0.061
H -0.614 0.170 -0.511 2.483 0.364 -0.362
H 0.542 -1.602 -0.634 -0.462 1.753 -3.228
C -0.163 2.421 -1.211 -0.475 0.176 -0.263
N -1.272 1.456 -1.056 0.973 -1.115 0.488
H -0.561 3.447 -1.280 0.141 -0.466 -0.073
H 0.378 2.184 -2.130 -0.030 0.108 0.228
H 0.526 2.396 -0.360 -0.082 -0.174 -0.165
H -1.710 1.438 -0.151 -1.030 0.277 -0.405
H -1.458 0.749 -1.769 -0.671 1.060 0.148
```
Positions in Å, forces in eV/Å.

## Properties
Electronic energy = -301.3984 Ha
Net charge = +1
Orbital gap = 0.3185 Eh
Multiplicity = 1
HOMO = -13.83 eV
Energy above the lowest of the compared OMol25 structures with the same formula, charge and spin = 6.3457 eV

=====

[2]
Here is H24KrO12 as an isolated structure at a distorted geometry from OMol25. Energies are from wB97M-V/def2-TZVPD.

```
37
Properties=species:S:1:pos:R:3:forces:R:3
Kr 0.601 0.025 0.088 0.013 -0.012 -0.047
O -0.715 -3.439 0.345 -0.455 -0.196 -0.691
H -0.151 -4.206 0.242 0.052 -0.231 -0.200
H -0.318 -2.944 1.062 0.161 0.451 0.713
O 3.096 3.455 0.413 0.439 0.221 0.098
H 2.655 3.119 -0.367 -0.157 -0.087 -0.543
H 2.494 3.263 1.131 -0.184 -0.090 0.325
O -2.219 0.444 -3.053 -0.057 0.733 -0.233
H -1.828 -0.339 -2.664 0.158 -0.662 0.169
H -3.159 0.342 -2.903 -0.271 -0.100 -0.067
O 0.033 -2.385 2.903 0.680 -0.594 -0.319
H -0.396 -1.531 2.836 -0.554 0.769 0.029
H -0.617 -2.948 3.323 -0.200 -0.140 0.172
O -1.633 -2.020 -2.083 -0.113 0.111 -0.320
H -1.394 -2.434 -1.253 0.236 -0.352 0.940
H -1.572 -2.725 -2.728 -0.254 -0.270 -0.308
O -1.645 2.552 -1.435 0.328 0.757 1.075
H -2.476 2.681 -0.978 -0.338 0.206 -0.183
H -1.766 1.741 -1.929 -0.091 -0.697 -0.802
O 1.606 2.285 2.556 -0.100 -0.082 0.007
H 2.171 1.731 3.095 0.307 -0.131 0.062
H 0.860 2.487 3.120 -0.317 0.210 0.013
O 2.501 -3.081 0.260 0.037 -0.177 -0.348
H 1.907 -3.457 0.909 -0.053 0.008 0.281
H 2.913 -2.343 0.710 0.112 0.218 0.118
O -1.680 2.259 1.551 -0.054 -0.190 0.674
H -2.604 2.504 1.504 -0.262 0.141 0.119
H -1.408 2.167 0.638 0.451 0.070 -0.798
O 0.805 -1.651 -3.410 0.379 0.085 -0.444
H 1.518 -2.133 -2.992 0.264 -0.107 0.104
H 0.053 -1.786 -2.833 -0.257 0.198 0.345
O -1.617 -0.043 3.178 0.132 -0.902 0.396
H -1.611 0.654 2.523 -0.035 0.761 -0.627
H -1.045 0.278 3.875 0.041 0.157 0.278
O 2.041 2.620 -2.219 -0.072 0.028 0.223
H 2.391 3.143 -2.940 0.067 0.228 -0.146
H 2.210 1.714 -2.475 -0.032 -0.331 -0.065
```
Positions in Å, forces in eV/Å.

## Properties
Electronic energy = -3670.8992 Ha
Orbital gap = 0.3702 Eh
Multiplicity = 1
HOMO = -10.05 eV
Energy above the lowest of the compared OMol25 structures with the same formula, charge and spin = 0.5524 eV

=====

[3]
Here is a 2-piece molecular cluster, C6H12O overall from OMol25. Energies are from wB97M-V/def2-TZVPD.

```
19
Properties=species:S:1:pos:R:3:forces:R:3
C -1.303 1.015 0.856 0.084 -0.122 -0.033
C -0.972 -0.202 0.428 -0.060 0.156 0.126
C -1.889 -1.059 -0.403 -0.020 -0.029 -0.025
C 0.309 -0.866 0.834 -0.156 0.044 0.184
O 1.106 -1.445 -0.195 0.063 -0.155 -0.128
C 1.678 -0.394 0.578 0.182 0.180 0.143
C 2.086 0.856 -0.160 -0.059 -0.009 -0.008
H -0.635 1.609 1.474 -0.063 -0.108 -0.087
H -2.266 1.455 0.601 0.178 -0.073 0.032
H -2.697 -0.468 -0.845 0.134 -0.086 0.098
H -1.328 -1.552 -1.205 -0.095 0.099 0.119
H -2.341 -1.847 0.216 0.112 0.095 -0.096
H 0.188 -1.538 1.691 0.006 0.108 -0.095
H 2.429 -0.745 1.292 -0.108 0.013 -0.124
H 1.378 1.105 -0.952 0.070 -0.040 0.181
H 3.070 0.693 -0.618 -0.175 0.023 0.068
H 2.176 1.710 0.520 -0.044 -0.161 -0.055
H -0.364 0.688 -2.372 -0.061 0.067 -0.080
H -0.625 0.985 -1.741 0.011 -0.002 -0.221
```
Positions in Å, forces in eV/Å.

## Properties
Electronic energy = -310.9559 Ha
Orbital gap = 0.3949 Eh
Multiplicity = 1
HOMO = -9.65 eV
Energy above the lowest of the compared OMol25 structures with the same formula, charge and spin = 2.8120 eV

=====

[4]
Here is a 2-piece molecular cluster, C6H12S2 overall at a distorted geometry from OMol25. Energies are from wB97M-V/def2-TZVPD.

```
20
Properties=species:S:1:pos:R:3:forces:R:3
C -2.520 0.184 0.332 -0.116 1.096 0.124
C 0.091 -1.016 -1.422 2.459 3.786 -2.239
C 1.502 1.209 -0.514 4.361 -3.360 2.636
C 1.446 0.239 1.903 -1.512 -0.412 2.041
C 0.565 -0.981 -0.049 -0.053 -2.250 2.269
C 1.170 0.068 0.485 0.466 -0.110 -1.856
S -2.984 -1.360 -0.080 -0.427 0.634 -0.409
S -2.941 1.701 -0.260 -1.052 -2.058 -1.501
H 1.048 -1.017 -2.129 -2.063 -0.452 0.973
H -0.289 0.093 -1.565 -0.053 -2.447 -0.466
H -0.603 -1.768 -1.669 -0.716 -0.692 -0.370
H 0.672 1.749 -0.449 -3.171 3.195 -0.618
H 1.768 0.739 -1.445 -0.239 0.452 -0.517
H 2.433 1.658 -0.086 -0.961 0.362 -0.539
H 2.368 0.656 2.199 1.460 0.521 -0.163
H 0.703 0.946 2.323 0.131 -0.162 -0.172
H 1.322 -0.673 2.530 -0.025 0.305 -0.706
H -2.268 -2.085 0.809 0.064 0.312 0.051
H 0.394 -1.919 0.562 0.094 1.217 -0.394
H -3.875 1.577 -1.476 1.353 0.063 1.858
```
Positions in Å, forces in eV/Å.

## Properties
Electronic energy = -1032.0248 Ha
Orbital gap = 0.3074 Eh
Multiplicity = 1
HOMO = -8.31 eV
Energy above the lowest of the compared OMol25 structures with the same formula, charge and spin = 4.4770 eV

=====

Please write out number 4 again, unchanged.
Here is a 2-piece molecular cluster, C6H12S2 overall at a distorted geometry from OMol25. Energies are from wB97M-V/def2-TZVPD.

```
20
Properties=species:S:1:pos:R:3:forces:R:3
C -2.520 0.184 0.332 -0.116 1.096 0.124
C 0.091 -1.016 -1.422 2.459 3.786 -2.239
C 1.502 1.209 -0.514 4.361 -3.360 2.636
C 1.446 0.239 1.903 -1.512 -0.412 2.041
C 0.565 -0.981 -0.049 -0.053 -2.250 2.269
C 1.170 0.068 0.485 0.466 -0.110 -1.856
S -2.984 -1.360 -0.080 -0.427 0.634 -0.409
S -2.941 1.701 -0.260 -1.052 -2.058 -1.501
H 1.048 -1.017 -2.129 -2.063 -0.452 0.973
H -0.289 0.093 -1.565 -0.053 -2.447 -0.466
H -0.603 -1.768 -1.669 -0.716 -0.692 -0.370
H 0.672 1.749 -0.449 -3.171 3.195 -0.618
H 1.768 0.739 -1.445 -0.239 0.452 -0.517
H 2.433 1.658 -0.086 -0.961 0.362 -0.539
H 2.368 0.656 2.199 1.460 0.521 -0.163
H 0.703 0.946 2.323 0.131 -0.162 -0.172
H 1.322 -0.673 2.530 -0.025 0.305 -0.706
H -2.268 -2.085 0.809 0.064 0.312 0.051
H 0.394 -1.919 0.562 0.094 1.217 -0.394
H -3.875 1.577 -1.476 1.353 0.063 1.858
```
Positions in Å, forces in eV/Å.

## Properties
Electronic energy = -1032.0248 Ha
Orbital gap = 0.3074 Eh
Multiplicity = 1
HOMO = -8.31 eV
Energy above the lowest of the compared OMol25 structures with the same formula, charge and spin = 4.4770 eV

=====

Repeat the first record exactly.
Here is C2H11N4 as an isolated structure at a distorted geometry from OMol25. Energies are from wB97M-V/def2-TZVPD.

```
17
Properties=species:S:1:pos:R:3:forces:R:3
N -0.592 -1.262 1.509 1.853 0.389 -1.788
C 0.466 -1.359 0.548 -0.347 0.831 6.528
N 1.317 -2.578 0.972 -1.019 3.422 -2.584
N 0.559 -0.293 -0.395 -0.528 -6.107 1.480
H -0.765 -0.277 1.672 -0.400 -0.198 0.134
H -0.361 -1.732 2.371 -0.378 -0.281 0.048
H 2.182 -2.511 0.458 0.384 -0.426 -0.123
H 1.525 -2.648 1.965 -0.410 0.387 -0.061
H -0.614 0.170 -0.511 2.483 0.364 -0.362
H 0.542 -1.602 -0.634 -0.462 1.753 -3.228
C -0.163 2.421 -1.211 -0.475 0.176 -0.263
N -1.272 1.456 -1.056 0.973 -1.115 0.488
H -0.561 3.447 -1.280 0.141 -0.466 -0.073
H 0.378 2.184 -2.130 -0.030 0.108 0.228
H 0.526 2.396 -0.360 -0.082 -0.174 -0.165
H -1.710 1.438 -0.151 -1.030 0.277 -0.405
H -1.458 0.749 -1.769 -0.671 1.060 0.148
```
Positions in Å, forces in eV/Å.

## Properties
Electronic energy = -301.3984 Ha
Net charge = +1
Orbital gap = 0.3185 Eh
Multiplicity = 1
HOMO = -13.83 eV
Energy above the lowest of the compared OMol25 structures with the same formula, charge and spin = 6.3457 eV

=====

- Which formula does entry 4 have?
  C6H12S2

=====

- What is the electronic energy in the second record?
  -3670.8992 Ha